Record 1
{
  "formula": "C16H22N3O2S",
  "method": "ωB97M-V/def2-TZVPD",
  "charge": 1,
  "smiles": "CC[N+](C)(CC)CCS[C@@H](N=O)C(=O)c1ccc(C#N)cc1",
  "e_above_lowest_ev": 3.839,
  "e_homo_ev": -12.5,
  "lumo_ha": -0.1408,
  "species": ["C", "C", "N", "C", "C", "C", "C", "C", "S", "C", "N", "O", "C", "O", "C", "C", "C", "C", "C", "N", "C", "C", "H", "H", "H", "H", "H", "H", "H", "H", "H", "H", "H", "H", "H", "H", "H", "H", "H", "H", "H", "H", "H", "H"],
  "xyz": [[-1.959944, -0.356130, 4.015087], [-1.414793, 0.567881, 2.915237], [-0.015028, 0.220319, 2.523567], [0.306179, 1.283521, 1.507335], [0.892282, 0.149745, 3.701670], [2.333130, 0.667870, 3.563533], [-0.031859, -1.149403, 1.907402], [1.112936, -1.455698, 0.939503], [0.567553, -2.933790, -0.054628], [0.295153, -2.199748, -1.722453], [-0.278527, -3.238073, -2.609213], [0.567673, -3.865880, -3.203855], [-0.511488, -0.883066, -1.816104], [-0.977151, -0.355506, -0.804576], [-0.475249, -0.063552, -3.074056], [0.339734, -0.361647, -4.197133], [0.346844, 0.499551, -5.320509], [-0.463803, 1.640091, -5.263304], [-0.381913, 2.594669, -6.305832], [-0.325997, 3.359181, -7.142920], [-1.302733, 1.901172, -4.192727], [-1.287923, 1.077711, -3.076256], [-1.385362, -0.192206, 4.935304], [-3.011706, -0.123003, 4.206857], [-1.867799, -1.413336, 3.696580], [-1.395953, 1.602559, 3.318397], [-2.059812, 0.596277, 2.053081], [0.334645, 2.276686, 1.955678], [-0.416188, 1.319484, 0.676093], [1.262938, 1.097113, 1.000643], [0.437801, 0.652382, 4.518583], [1.001084, -0.886842, 4.033061], [2.801785, 0.318319, 2.641643], [2.351042, 1.755391, 3.577148], [2.959665, 0.301487, 4.373180], [-0.117655, -1.895334, 2.670364], [-0.939948, -1.252288, 1.318222], [1.401561, -0.665165, 0.218233], [1.960805, -1.826213, 1.571901], [1.272269, -1.923664, -2.186618], [1.042222, -1.225054, -4.226036], [0.923008, 0.259022, -6.194041], [-1.904490, 2.781243, -4.185721], [-1.984988, 1.343923, -2.262323]],
  "forces_ev_per_a": [[0.4, -0.2, -0.5], [-0.8, 0.5, 2.2], [-0.3, 0.1, -1.1], [1.0, 0.3, -1.1], [1.8, -0.2, 0.9], [-0.4, 0.2, -0.8], [-0.7, 0.2, -2.1], [0.5, -1.1, 0.4], [0.0, 0.5, -0.3], [1.1, 1.3, -0.3], [0.4, -1.4, -0.8], [-1.1, 1.0, 0.9], [0.2, 1.0, 1.3], [0.2, -1.1, -1.0], [0.2, -0.5, -0.3], [0.2, 0.2, -0.4], [-0.7, -0.6, 1.7], [0.5, -0.6, 0.0], [-0.2, -0.7, 0.4], [0.1, 1.2, -1.2], [0.5, -0.5, 0.8], [-0.6, 0.2, -0.4], [-0.4, -0.3, -0.1], [0.2, -0.1, -0.1], [-0.3, 0.5, 0.4], [0.2, -0.5, -0.3], [0.1, -0.3, -0.5], [0.0, -0.3, 0.3], [-0.1, -0.5, 0.7], [-0.2, 0.1, 0.6], [-0.5, 0.7, 0.6], [-0.5, 0.1, -0.3], [0.0, 0.1, 0.0], [0.2, 0.0, -0.1], [-0.3, 0.0, 0.2], [0.3, -0.2, 0.5], [-0.1, 0.4, 0.0], [-0.1, -0.6, 0.8], [-0.3, 0.5, -1.0], [-0.3, -0.3, 0.6], [-0.8, 0.6, 0.1], [0.3, 0.1, -0.1], [-0.3, 0.4, -0.1], [0.7, -0.5, -0.3]]
}


Record 2
{
  "formula": "C32H26Br2N6O2Se2Tl",
  "method": "ωB97M-V/def2-TZVPD",
  "charge": 3,
  "e_homo_ev": -16.4,
  "lumo_ha": -0.3453,
  "species": ["Tl", "O", "C", "C", "C", "C", "N", "C", "C", "C", "C", "C", "C", "O", "C", "C", "N", "H", "H", "H", "H", "H", "H", "H", "H", "H", "H", "H", "H", "Br", "C", "C", "C", "N", "C", "C", "C", "C", "C", "Br", "C", "C", "N", "H", "H", "H", "H", "H", "H", "Se", "Se", "C", "C", "C", "C", "C", "N", "C", "C", "C", "C", "C", "N", "H", "H", "H", "H", "H", "H", "H", "H"],
  "xyz": [[-0.700711, -0.085763, 0.075756], [1.713573, -0.426219, 6.728103], [0.323538, -0.433554, 6.534451], [0.056505, -0.393922, 5.059907], [-1.219547, -0.622957, 4.548350], [-1.421645, -0.558562, 3.190592], [-0.421570, -0.279253, 2.333609], [0.815848, -0.081803, 2.808585], [1.083030, -0.118977, 4.162875], [1.858762, 0.254490, 1.814956], [3.204495, 0.050395, 2.053885], [4.132284, 0.489877, 1.117655], [5.601124, 0.291624, 1.349480], [5.754535, -0.655692, 2.374619], [3.655908, 1.126220, -0.028531], [2.297981, 1.228772, -0.226388], [1.405423, 0.799868, 0.681452], [1.918747, -0.544617, 7.662634], [-0.156097, 0.445610, 6.985292], [-0.159912, -1.317661, 6.962959], [-2.051415, -0.854363, 5.201205], [-2.397077, -0.741475, 2.763922], [2.075038, 0.079929, 4.541095], [3.548798, -0.463892, 2.939828], [6.027321, 1.265325, 1.626084], [6.080977, -0.017432, 0.415422], [6.690534, -0.831194, 2.526732], [4.338596, 1.532058, -0.764849], [1.896614, 1.692654, -1.116960], [0.120467, 4.717268, -4.900263], [-0.224614, 3.454669, -3.590552], [-0.140531, 3.789046, -2.242705], [-0.390280, 2.805930, -1.310526], [-0.715028, 1.547048, -1.645327], [-0.821704, 1.228618, -2.954098], [-0.579517, 2.156469, -3.945555], [-0.721033, -1.299823, -2.420898], [-0.949588, -2.193982, -3.624170], [-0.203138, -3.463209, -3.449193], [0.654758, -4.308503, -4.840370], [-0.301898, -3.959838, -2.194602], [-0.951941, -3.185274, -1.149413], [-1.253829, -1.920010, -1.217934], [0.101992, 4.794299, -1.928501], [-0.332944, 3.030601, -0.251667], [-0.678964, 1.885055, -4.988292], [-2.011816, -2.456737, -3.598876], [0.088500, -4.932368, -1.928154], [-1.187469, -3.693893, -0.219317], [-4.203118, -1.270068, -1.611575], [-3.313601, 0.076801, -3.247379], [-1.319642, -0.146310, -3.261300], [-0.834265, -0.945708, -4.537895], [0.586863, -0.734215, -4.980079], [1.659081, -0.660882, -4.185620], [1.610680, -0.687088, -2.730298], [0.601131, -0.937656, -1.987740], [-4.163998, -0.096076, -0.093270], [-5.386391, 0.118127, 0.529980], [-5.453953, 0.933046, 1.646660], [-4.297485, 1.554051, 2.090870], [-3.122386, 1.307142, 1.418264], [-3.027818, 0.474076, 0.357359], [-1.516684, -0.908021, -5.381646], [0.745499, -0.689044, -6.051813], [2.639818, -0.541116, -4.627861], [2.532399, -0.451777, -2.206034], [-6.276077, -0.345614, 0.125988], [-6.399481, 1.099177, 2.146569], [-4.304868, 2.221158, 2.941685], [-2.208775, 1.805152, 1.722854]],
  "forces_ev_per_a": [[-0.2, 0.1, -0.2], [0.0, 0.0, 0.0], [0.0, 0.1, 0.0], [0.0, 0.0, 0.0], [0.0, 0.0, 0.0], [0.1, -0.1, 0.0], [-0.4, -0.3, 0.0], [-0.1, 0.0, 0.0], [0.0, -0.1, 0.0], [0.0, 0.1, 0.0], [0.0, 0.0, 0.0], [0.0, 0.0, -0.1], [0.0, 0.0, 0.1], [0.0, 0.0, 0.0], [0.0, 0.1, 0.0], [-0.1, 0.1, 0.2], [0.2, -0.1, -0.5], [0.0, 0.0, 0.0], [0.0, 0.0, 0.0], [0.0, 0.0, 0.0], [0.0, 0.0, 0.0], [0.0, 0.0, 0.0], [0.0, 0.0, 0.0], [0.0, 0.0, 0.0], [0.0, 0.0, 0.0], [0.0, 0.0, 0.0], [0.0, 0.0, 0.0], [0.0, 0.0, 0.0], [0.0, 0.0, 0.0], [0.0, 0.1, -0.1], [0.0, -0.1, 0.1], [0.0, 0.0, 0.0], [-0.2, 0.0, 0.0], [0.1, 0.0, 0.1], [0.0, 0.0, 0.2], [0.0, 0.0, 0.0], [-0.2, -0.6, -0.4], [0.1, 0.0, 0.0], [-0.1, 0.0, 0.0], [0.0, -0.1, -0.1], [-0.1, 0.1, 0.2], [-0.1, -0.1, 0.0], [0.5, 0.3, 0.4], [0.0, 0.0, 0.0], [0.0, 0.0, 0.0], [0.0, 0.0, 0.0], [0.0, 0.0, 0.0], [-0.1, 0.0, 0.0], [0.1, 0.0, 0.0], [-0.1, -0.1, -0.1], [0.0, 0.0, -0.2], [-0.2, 0.2, 0.1], [0.2, 0.0, 0.0], [-0.1, 0.1, 0.0], [0.1, 0.0, 0.0], [-0.2, -0.2, -0.3], [0.4, 0.3, 0.2], [0.2, 0.1, 0.1], [0.0, 0.0, 0.0], [-0.1, 0.0, 0.0], [0.0, 0.1, 0.0], [-0.1, 0.1, -0.3], [0.0, 0.0, 0.4], [0.0, -0.1, 0.0], [0.0, 0.0, 0.0], [0.0, 0.0, 0.0], [0.0, 0.0, 0.0], [0.0, 0.0, 0.0], [0.0, 0.0, 0.0], [0.0, 0.0, 0.0], [0.0, 0.0, 0.1]]
}